{"formula": "C42H129N7O26", "method": "ωB97M-V/def2-TZVPD", "gap_ev": 8.38, "species": ["O", "H", "H", "O", "H", "H", "O", "H", "H", "O", "H", "H", "O", "H", "H", "O", "H", "H", "O", "H", "H", "O", "H", "H", "O", "H", "H", "O", "H", "H", "O", "H", "H", "O", "H", "H", "C", "O", "C", "C", "N", "C", "C", "O", "C", "H", "H", "H", "H", "H", "H", "H", "H", "H", "H", "H", "H", "H", "H", "H", "C", "O", "C", "C", "N", "C", "C", "O", "C", "H", "H", "H", "H", "H", "H", "H", "H", "H", "H", "H", "H", "H", "H", "H", "C", "O", "C", "C", "N", "C", "C", "O", "C", "H", "H", "H", "H", "H", "H", "H", "H", "H", "H", "H", "H", "H", "H", "H", "C", "O", "C", "C", "N", "C", "C", "O", "C", "H", "H", "H", "H", "H", "H", "H", "H", "H", "H", "H", "H", "H", "H", "H", "C", "O", "C", "C", "N", "C", "C", "O", "C", "H", "H", "H", "H", "H", "H", "H", "H", "H", "H", "H", "H", "H", "H", "H", "C", "O", "C", "C", "N", "C", "C", "O", "C", "H", "H", "H", "H", "H", "H", "H", "H", "H", "H", "H", "H", "H", "H", "H", "C", "O", "C", "C", "N", "C", "C", "O", "C", "H", "H", "H", "H", "H", "H", "H", "H", "H", "H", "H", "H", "H", "H", "H"], "xyz": [[0.613192, -7.670681, 0.101546], [0.171712, -8.135681, -0.609164], [1.545062, -7.826011, -0.052484], [-4.630178, -4.107741, -0.697674], [-5.319298, -4.056221, -0.035344], [-4.085858, -4.844841, -0.420824], [2.087262, -3.980791, 0.381456], [1.612572, -4.775651, 0.138366], [2.883502, -4.297701, 0.807826], [-1.546318, 0.159139, -5.333264], [-1.986578, 0.967549, -5.070844], [-1.084748, -0.129261, -4.545854], [-3.807328, 0.919989, 1.353616], [-3.700288, 0.229949, 0.698936], [-4.754958, 1.012869, 1.451656], [2.477322, 2.409679, -4.164124], [2.566202, 1.611509, -4.684954], [3.104172, 3.020339, -4.551934], [-3.600778, -5.125221, -4.332264], [-3.564408, -4.698741, -3.476094], [-2.918568, -4.692081, -4.845304], [-3.191198, -1.480831, -0.079364], [-2.522288, -2.099041, 0.214926], [-3.723998, -1.980311, -0.698144], [0.206312, -7.983921, -2.886884], [-0.682578, -8.148791, -3.201394], [0.570182, -7.357991, -3.513024], [2.708402, 2.667419, -1.486404], [2.027682, 2.228859, -0.975984], [2.464762, 2.508099, -2.398264], [-1.204568, -3.137941, 1.158936], [-0.284168, -3.370531, 1.036396], [-1.181358, -2.320711, 1.656746], [-2.830618, -2.671041, -5.094084], [-3.560328, -2.388281, -5.645274], [-2.132148, -2.043531, -5.280094], [5.747672, 8.891659, -5.110984], [4.902972, 7.779399, -5.082114], [4.519442, 7.327559, -6.343044], [3.711152, 5.990639, -6.245154], [3.297112, 5.623629, -4.853624], [1.900922, 5.688559, -4.585114], [1.610012, 5.672279, -3.049214], [0.265552, 5.726589, -2.716664], [-0.444988, 4.548559, -2.892664], [6.707582, 8.476329, -5.417854], [5.901222, 9.505149, -4.223194], [5.438372, 9.600269, -5.879304], [5.211532, 7.258069, -7.182264], [3.766302, 8.052229, -6.652474], [4.258222, 5.113389, -6.590454], [2.843712, 6.217629, -6.864924], [3.876792, 6.198389, -4.258874], [1.435542, 4.961139, -5.250234], [1.536762, 6.665519, -4.902974], [2.136762, 6.491789, -2.560284], [1.983122, 4.718769, -2.675454], [-1.473588, 4.849699, -2.694174], [-0.085448, 3.780349, -2.208064], [-0.215808, 4.138849, -3.876394], [-9.827108, 1.684279, -2.734284], [-9.502138, 2.004379, -4.090554], [-8.978868, 0.930979, -4.883094], [-7.779468, 0.118119, -4.195864], [-6.863468, 1.113999, -3.758354], [-5.794138, 0.687459, -2.921164], [-4.615208, 1.704689, -3.038734], [-5.058928, 2.916169, -2.420264], [-4.078848, 3.729529, -1.786014], [-8.924548, 1.454919, -2.167814], [-10.361108, 0.739729, -2.630524], [-10.383868, 2.504239, -2.280664], [-8.812298, 1.268319, -5.906114], [-9.868908, 0.302609, -4.915834], [-7.313648, -0.534211, -4.934504], [-8.213118, -0.606571, -3.506764], [-7.123148, 2.045499, -3.466874], [-5.426338, -0.281351, -3.259164], [-6.190088, 0.574299, -1.911954], [-4.398368, 1.926839, -4.083594], [-3.753938, 1.184619, -2.619384], [-4.578708, 4.640419, -1.456584], [-3.315788, 3.997859, -2.516654], [-3.767878, 3.270219, -0.847704], [-0.650348, -4.831781, -2.039764], [-0.468258, -3.453641, -1.556464], [-0.219128, -2.664251, -2.766494], [0.262982, -1.287671, -2.204444], [-0.835428, -0.276821, -2.461354], [-0.376758, 1.135429, -2.232724], [-0.316008, 1.354199, -0.728184], [0.922352, 1.041179, -0.204404], [1.206382, 0.885889, 1.206696], [-0.461718, -5.608371, -1.298534], [0.016982, -5.083831, -2.863924], [-1.726898, -4.809401, -2.208954], [-1.101148, -2.769311, -3.398244], [0.621292, -3.058321, -3.337884], [1.216802, -1.040551, -2.670554], [0.314302, -1.266371, -1.115854], [-1.654738, -0.366211, -1.877544], [-1.126948, 1.780529, -2.690074], [0.582612, 1.368919, -2.694454], [-1.092128, 0.849209, -0.153104], [-0.586478, 2.391509, -0.530864], [0.282762, 0.419459, 1.549436], [1.270602, 1.896089, 1.611016], [1.989842, 0.211609, 1.552566], [1.535632, -1.736151, 3.812096], [2.708732, -1.714231, 4.510866], [3.183322, -3.011101, 4.675216], [4.217062, -2.959671, 5.786866], [5.229482, -1.949791, 5.596206], [6.042462, -1.928881, 4.371706], [6.709282, -3.236091, 3.846046], [7.662272, -3.768531, 4.681866], [7.271082, -4.745281, 5.678216], [0.746852, -2.332201, 4.271056], [1.596122, -2.089281, 2.782656], [1.116522, -0.739661, 3.672606], [3.704422, -3.401961, 3.801266], [2.407992, -3.742861, 4.902096], [4.725192, -3.900581, 5.998006], [3.694502, -2.698281, 6.707036], [4.559042, -1.202251, 5.487636], [6.827212, -1.267871, 4.739586], [5.370892, -1.414161, 3.684576], [7.180802, -3.118331, 2.870396], [5.921462, -3.962821, 3.647846], [8.198842, -5.058551, 6.157006], [6.811962, -5.601631, 5.184266], [6.610432, -4.402761, 6.474656], [-5.141098, 7.765389, -1.916314], [-5.417928, 7.840989, -0.568514], [-4.715088, 8.877029, 0.131126], [-5.023148, 8.624159, 1.662896], [-4.212698, 7.468989, 1.911826], [-3.214528, 7.549369, 2.958336], [-2.237418, 6.467539, 2.912286], [-1.446898, 6.639139, 1.734896], [-0.821618, 5.414719, 1.295396], [-4.076328, 7.560449, -2.027494], [-5.414528, 8.702409, -2.401434], [-5.736108, 6.916909, -2.254154], [-5.082718, 9.817429, -0.279464], [-3.635618, 8.772329, 0.022096], [-6.051578, 8.421399, 1.961776], [-4.677338, 9.507189, 2.200276], [-3.738008, 7.171849, 1.071306], [-3.771768, 7.479729, 3.892546], [-2.560878, 8.400269, 2.766516], [-2.714728, 5.489229, 2.968716], [-1.480528, 6.582659, 3.688166], [-0.056208, 5.719049, 0.581516], [-1.506638, 4.797809, 0.713786], [-0.489118, 4.756849, 2.098356], [3.533112, -6.985681, -2.305184], [3.144552, -8.008881, -1.346264], [3.999532, -9.129161, -1.153074], [3.593352, -10.161291, 0.000466], [3.588852, -9.484951, 1.293116], [3.008062, -10.346961, 2.330046], [3.652972, -11.709871, 2.642116], [3.364442, -12.598741, 1.610586], [4.166192, -13.811371, 1.568466], [4.210392, -6.293271, -1.805214], [2.638232, -6.441061, -2.606304], [4.168732, -7.353821, -3.110514], [5.049892, -8.853931, -1.057704], [3.953542, -9.743231, -2.052454], [4.178982, -11.080601, 0.001526], [2.555222, -10.430521, -0.194214], [4.496732, -9.120011, 1.543486], [2.003892, -10.603541, 1.992546], [2.980922, -9.722411, 3.222956], [3.345812, -12.157251, 3.587426], [4.712662, -11.601761, 2.873336], [5.195132, -13.709761, 1.223406], [3.711582, -14.634811, 1.017676], [4.272682, -14.222951, 2.572136], [-2.597548, 4.107889, 6.246736], [-1.647828, 3.295679, 5.580946], [-1.432148, 2.132619, 6.315306], [-0.675468, 1.173109, 5.419166], [0.800542, 1.412649, 5.522016], [1.010712, 2.694989, 4.871286], [2.548912, 2.943009, 4.747946], [3.143382, 3.098089, 5.997636], [4.551102, 3.123119, 6.102926], [-3.613188, 3.712249, 6.240166], [-2.488428, 4.939889, 5.551056], [-2.334118, 4.566239, 7.199956], [-2.359228, 1.643339, 6.614016], [-0.881358, 2.379869, 7.222826], [-1.049818, 1.362999, 4.413236], [-0.948728, 0.176499, 5.765866], [1.137202, 1.492319, 6.470916], [0.668142, 3.571129, 5.421856], [0.562052, 2.724169, 3.878336], [2.797342, 3.793799, 4.113496], [2.975882, 2.059769, 4.272886], [4.975682, 3.874719, 5.437396], [4.871702, 2.124369, 5.806596], [4.952982, 3.160539, 7.115446]], "forces_ev_per_angstrom": [[-0.46, 0.34, 0.59], [0.05, -0.01, -0.37], [0.54, -0.15, -0.21], [0.03, 0.18, -0.34], [-0.21, 0.05, 0.17], [0.25, -0.18, 0.10], [-0.12, 0.39, 0.02], [-0.23, -0.38, -0.16], [0.20, -0.08, 0.17], [-0.07, -0.13, -0.99], [-0.15, 0.14, 0.06], [0.13, -0.08, 1.08], [0.11, 0.55, 0.26], [0.18, -0.66, -0.29], [-0.20, 0.09, 0.07], [-0.36, -0.22, -0.30], [-0.05, -0.29, -0.08], [0.32, 0.68, -0.02], [-0.24, -0.90, 0.06], [-0.09, 0.23, 0.12], [0.06, 0.42, -0.10], [-0.22, 0.86, -0.24], [0.49, -0.58, 0.06], [-0.22, -0.36, -0.14], [0.04, -0.19, 0.19], [-0.31, -0.05, -0.15], [0.12, 0.12, -0.14], [0.43, 0.60, 0.36], [-0.18, -0.43, 0.41], [0.19, -0.07, -0.48], [-0.52, 0.06, 0.26], [0.45, -0.09, -0.36], [0.09, 0.20, 0.41], [0.20, -0.25, 0.09], [-0.23, 0.06, -0.11], [0.13, 0.56, -0.12], [1.15, 0.12, -1.40], [0.29, -0.41, 1.31], [-2.32, -0.15, -0.20], [0.13, -0.08, 1.22], [1.76, -0.27, -0.88], [-0.60, 1.76, 0.40], [0.68, -1.86, -1.08], [-0.32, 1.74, 0.24], [0.54, -0.08, 0.00], [0.52, 0.54, 0.00], [-0.61, -0.81, 0.55], [-0.18, 0.10, -0.25], [0.91, 0.08, 0.52], [-0.02, 0.34, -0.50], [0.12, 0.33, -0.59], [-0.15, -0.69, -0.07], [-0.31, 0.05, 0.46], [-0.49, -0.35, 0.64], [-0.54, 0.34, -0.30], [-0.07, 0.06, -0.13], [0.54, 0.02, 0.35], [-0.02, -0.62, -0.34], [-0.17, -0.04, 0.44], [-0.72, -0.08, -0.41], [0.72, -0.68, -0.55], [0.63, 0.72, 0.37], [-0.94, -1.46, 1.47], [-1.87, 1.89, -1.62], [1.05, 0.02, -0.22], [0.93, 0.50, -0.69], [-1.32, -0.49, 0.70], [0.17, -0.39, 0.21], [-0.93, -0.11, -0.13], [0.29, 0.51, 0.21], [-0.69, -0.04, -0.39], [0.12, -0.06, -0.26], [0.46, 0.38, 0.37], [0.20, -0.92, -0.49], [0.14, 0.13, -0.38], [-0.03, 0.28, 0.96], [-1.01, -0.28, -0.33], [0.05, -0.17, -0.05], [0.67, 0.01, 0.64], [-0.08, -0.22, -0.24], [0.41, 0.59, 0.62], [-0.14, 0.11, -0.29], [0.39, -0.14, 0.38], [0.74, -0.29, -0.20], [-0.79, 1.09, 1.36], [1.27, -1.45, -1.92], [0.96, 0.13, 2.56], [-3.22, 0.24, -0.29], [2.07, 1.31, -2.14], [-0.78, -1.78, 0.84], [-1.03, 1.54, 1.00], [3.17, -1.12, -0.26], [-2.87, 0.60, -0.65], [0.14, 0.43, 0.55], [-0.38, 0.31, -0.38], [0.08, -0.88, -0.97], [-0.16, 0.88, 0.02], [0.14, -0.49, 0.06], [-0.28, 0.58, 0.08], [0.85, -0.96, -0.05], [0.11, -0.83, 0.25], [-0.04, 0.20, 0.20], [-0.03, -0.29, -0.06], [-0.38, -0.68, -0.32], [0.30, 0.66, 0.14], [-0.18, 0.07, 0.82], [0.32, -0.15, 0.43], [0.48, 0.27, -1.12], [-2.11, 0.83, -1.41], [0.34, 0.00, 0.19], [1.42, -1.16, 0.56], [0.19, -0.93, 0.54], [-0.90, -0.37, 0.90], [0.26, 0.18, 0.54], [-1.88, 0.44, -0.02], [0.82, -0.78, 1.74], [0.50, 0.44, -0.75], [0.01, -0.22, 0.42], [0.62, -0.51, -0.26], [0.29, 0.30, 0.59], [-0.17, 0.21, -0.68], [-0.38, 0.13, 0.16], [-0.48, -0.40, -0.37], [-0.03, 0.04, 0.16], [0.77, 1.20, 0.10], [0.38, 0.20, -0.95], [0.72, -0.21, -1.12], [0.07, 0.65, 0.04], [-0.32, -0.37, 0.07], [-0.02, -0.03, -0.16], [-0.09, -0.13, -0.06], [-0.05, 0.49, -0.21], [0.16, -0.25, 0.03], [0.08, 0.25, 1.78], [-2.30, -0.46, 0.72], [1.16, 0.43, -1.78], [0.61, -1.73, 0.67], [-1.01, 0.72, -0.39], [1.46, -1.10, -0.31], [-0.02, -1.30, -0.67], [-0.64, 0.75, -0.59], [0.23, -0.02, -0.57], [0.00, 0.01, -0.47], [0.12, 0.19, -0.52], [0.18, 0.40, 0.17], [0.15, 0.23, -0.23], [-0.22, 0.28, -0.60], [0.15, 0.11, 0.25], [-0.17, -0.09, -0.03], [0.49, 0.71, 0.42], [-0.30, 1.00, 0.82], [0.07, -0.27, -0.16], [-0.44, -0.21, 0.81], [0.34, -0.16, 0.40], [-0.49, 0.01, -0.05], [0.44, 0.40, 0.28], [0.82, -0.77, 1.49], [-0.20, 0.20, 0.14], [0.14, -1.54, -0.22], [-0.35, 2.68, -0.77], [-0.36, -0.96, -0.01], [0.24, 0.06, 0.11], [0.67, 0.42, 0.75], [0.74, -1.78, -1.39], [-0.31, 0.24, 1.16], [-0.12, 0.34, 0.28], [0.10, -0.32, -0.15], [-0.61, -0.45, -0.42], [0.15, 0.40, 0.31], [0.08, -0.07, -0.38], [0.30, 0.18, -0.54], [-0.06, -0.22, -0.06], [0.17, -0.18, 0.08], [-0.26, 0.33, 0.19], [-0.28, -0.32, 0.25], [-0.87, 0.22, 0.33], [0.66, 0.17, -0.74], [-0.02, 0.67, -0.35], [-0.47, 0.63, -0.39], [-0.11, 0.12, 0.39], [0.55, 1.81, -2.01], [-0.97, -0.13, 1.24], [0.17, -0.79, -0.37], [0.96, 0.02, 1.95], [-1.51, 0.05, -1.73], [2.96, 1.01, 0.41], [-0.04, -0.74, -0.90], [-0.73, 0.69, 2.20], [-0.26, -1.35, -1.13], [0.06, -0.22, 0.08], [-1.14, 0.63, 0.20], [0.38, -0.77, 0.46], [-0.49, 0.21, 0.06], [0.22, -0.16, 0.27], [0.33, -0.34, -0.13], [0.33, -0.29, -0.33], [-0.29, -0.20, 0.23], [-0.50, -0.06, 0.12], [0.05, -0.15, 0.02], [-0.24, 0.33, -0.19], [0.15, -0.31, -0.28], [0.22, 0.12, 0.14], [0.53, -0.11, -0.59], [-0.78, 0.74, 0.19]]}